78
Properties=species:S:1:pos:R:3:forces:R:3 method="wB97M-V/def2-TZVPD" multiplicity=2 charge=+3 energy_ha=-6122.62638 gap_ev="5.810 / 5.012" homo_ha="-0.6229 / -0.6230" lumo_ev="-11.140 / -11.940"
Ir 0.3233 1.0742 -0.0559 -0.30 2.78 1.52
F 3.3131 1.7776 -3.8279 0.05 0.16 0.43
C 2.9000 1.1857 -2.7405 -0.13 -0.48 -0.23
F 3.4135 -0.0481 -2.6581 0.40 0.30 0.13
F 1.5580 0.9805 -2.8313 0.04 0.43 0.07
S 3.2792 2.0856 -1.1204 -0.26 0.24 -2.11
O 2.5946 1.1691 -0.2024 -2.19 -1.37 1.58
O 4.6747 2.1474 -1.0026 0.30 0.26 0.21
N 2.5186 3.4539 -1.2316 0.31 0.15 0.08
S 1.0602 3.6032 -0.7272 0.53 1.80 -1.04
O 0.8535 3.3370 0.6815 -0.25 -1.02 0.60
O 0.0890 2.8769 -1.5489 0.18 -1.06 -0.63
C 0.5668 5.3963 -0.9265 -0.83 0.85 0.01
F -0.7519 5.3598 -0.6590 0.48 -0.15 -0.10
F 0.7500 5.8547 -2.1392 0.26 -0.45 0.11
F 1.1493 6.1632 -0.0349 0.31 -0.47 -0.11
O -0.0989 0.9934 2.1434 1.83 -3.36 -2.46
S -0.5802 2.2912 2.7300 -1.29 2.46 1.80
C 0.7003 2.7651 3.9556 -0.40 -0.46 -0.28
C 0.4557 1.8098 5.1009 -0.09 0.03 0.52
C -1.0504 1.8590 5.3715 0.31 -0.10 0.21
C -1.7610 1.6896 4.0378 0.25 0.19 -0.28
H 0.5069 3.7995 4.2373 -0.09 0.10 -0.12
H 1.6715 2.6868 3.4814 0.10 0.03 -0.19
H 1.0099 2.1168 5.9882 0.08 -0.06 -0.06
H 0.7677 0.7994 4.8309 0.04 0.00 0.01
H -1.3107 2.8187 5.8190 -0.02 -0.02 0.02
H -1.3463 1.0718 6.0663 -0.07 0.09 -0.04
H -2.6817 2.2636 3.9651 0.00 0.04 -0.16
H -1.9619 0.6498 3.7903 0.07 -0.05 -0.17
C -4.8817 1.9186 0.6090 -0.15 0.00 0.12
C -4.1018 3.0984 0.0778 0.56 -0.66 -0.30
S -2.5227 2.6573 -0.8128 -2.39 1.46 -2.03
O -1.8040 1.8460 0.2260 2.92 -2.80 1.68
C -3.0250 1.4177 -2.1009 0.07 0.43 0.42
C -3.0722 -0.0055 -1.5893 0.08 -0.12 0.24
H -5.6311 2.2920 1.3095 0.04 -0.03 -0.01
H -4.2295 1.2341 1.1471 -0.02 -0.10 0.05
H -5.4213 1.3819 -0.1657 0.04 -0.05 -0.11
H -3.7689 3.7326 0.8974 0.23 0.17 -0.12
H -4.6648 3.7030 -0.6306 0.09 0.10 -0.13
H -2.2629 1.5380 -2.8713 -0.01 0.14 -0.03
H -3.9784 1.7617 -2.4985 -0.01 0.07 -0.08
H -2.2645 -0.1872 -0.8679 -0.23 -0.06 -0.08
H -2.9406 -0.6974 -2.4180 -0.08 -0.03 -0.10
H -4.0194 -0.2382 -1.1102 0.05 -0.04 0.07
C -1.3790 -4.0542 2.3423 0.04 -0.09 -0.10
C -1.5941 -4.3453 1.0009 0.08 -0.09 0.00
C -1.0173 -3.5696 0.0040 0.03 0.25 -0.30
C -0.2365 -2.4830 0.3721 0.01 0.70 -0.07
C -0.0151 -2.1905 1.7186 0.09 0.36 -0.32
C -0.5842 -2.9748 2.7036 0.00 -0.09 -0.11
As 0.6660 -1.2379 -0.8817 -0.89 -1.89 1.12
C 2.3895 -2.0962 -0.6549 0.63 0.71 0.41
C 3.3259 -1.8283 0.3124 -0.71 0.37 -0.28
C 4.4856 -2.6014 0.3730 -0.01 -0.15 0.02
C 4.6787 -3.6601 -0.5195 -0.02 -0.26 -0.30
C 3.7649 -3.9164 -1.5165 0.49 -0.20 0.30
C 2.6042 -3.1300 -1.6167 -0.76 0.37 -0.49
C 1.6332 -3.1874 -2.6753 0.38 0.37 0.84
C 1.7049 -4.0265 -3.8037 -0.14 -0.06 -0.36
C 0.8380 -3.8327 -4.8620 0.20 -0.14 0.12
C -0.1216 -2.8248 -4.8081 0.00 -0.06 0.03
C -0.2522 -2.0205 -3.6651 0.01 0.23 0.65
C 0.5910 -2.2161 -2.5957 -0.46 0.88 -0.47
H -1.8089 -4.6857 3.1082 -0.07 0.02 -0.03
H -2.2028 -5.1912 0.7216 -0.06 -0.08 0.00
H -1.1791 -3.8062 -1.0425 -0.08 -0.04 0.07
H 0.5935 -1.3296 1.9778 -0.03 -0.07 0.19
H -0.4063 -2.7564 3.7439 0.04 0.03 0.13
H 3.1696 -1.0010 0.9902 0.14 -0.05 0.12
H 5.2354 -2.3807 1.1165 0.10 -0.01 0.10
H 5.5640 -4.2694 -0.4290 0.11 -0.04 -0.06
H 3.9535 -4.7072 -2.2233 0.00 -0.14 -0.08
H 2.4552 -4.8007 -3.8598 0.07 -0.03 0.00
H 0.9154 -4.4508 -5.7445 0.01 -0.05 -0.02
H -0.7802 -2.6628 -5.6511 -0.01 0.00 -0.01
H -1.0116 -1.2478 -3.6337 0.03 -0.08 -0.06

=====

71
Properties=species:S:1:pos:R:3:forces:R:3 method="wB97M-V/def2-TZVPD" charge=-1 energy_ha=-4580.00024 gap_ev=6.237 homo_ha=-0.1631 e_above_lowest_kj_mol=12.7 lumo_ev=1.798
Rb -0.3447 -0.9648 -0.0305 0.68 -0.19 0.50
C 2.1503 -0.8146 5.4757 -0.02 -0.06 -0.04
N 1.4446 0.3252 4.8858 0.07 -0.02 0.17
C 0.1715 0.5595 5.5374 -0.01 -0.02 0.04
C 1.4244 0.4087 3.4856 0.20 -0.24 -0.38
N 0.3984 0.4675 2.7394 0.00 0.03 -0.03
N 2.7278 0.4642 2.9773 -0.25 -0.04 -0.22
C 3.1675 0.3793 1.6492 -0.33 -0.05 0.25
N 4.5610 0.4913 1.5924 0.02 0.09 0.00
N 2.3781 0.2619 0.6669 0.04 -0.07 0.04
H 2.4183 -0.5819 6.5060 -0.01 0.03 0.02
H 3.0598 -1.0461 4.9284 -0.02 0.05 -0.03
H 1.5290 -1.7189 5.4715 -0.02 0.04 -0.02
H 0.3464 0.6568 6.6081 0.00 -0.01 0.02
H -0.5408 -0.2621 5.3834 -0.01 -0.02 0.01
H -0.2755 1.4854 5.1804 0.02 0.02 -0.04
H -0.4515 0.3258 3.2747 0.02 -0.02 0.10
H 3.4228 0.7297 3.6498 0.03 0.10 0.06
H 5.0603 0.0438 2.3456 -0.01 -0.07 0.01
H 4.9341 0.2240 0.6966 0.04 0.00 -0.05
H 2.8888 0.1893 -0.2086 0.06 0.02 0.01
S -1.0032 0.2221 -2.8477 -0.45 -0.06 -0.49
C -2.6168 -0.0307 -3.5088 -0.01 0.02 0.10
C -2.8422 -0.1868 -4.8862 -0.06 0.01 0.00
C -4.1186 -0.3795 -5.3956 0.15 0.01 0.05
C -5.2217 -0.4254 -4.5510 0.02 0.01 0.00
C -5.0295 -0.2722 -3.1860 0.19 0.04 0.02
C -3.7502 -0.0742 -2.6671 0.08 -0.02 -0.04
As -3.3621 0.0694 -0.7661 -0.65 0.21 -0.06
C -3.2530 2.0122 -0.5523 0.02 0.00 0.02
C -3.1362 2.5168 0.7408 0.02 0.14 -0.09
C -3.0369 3.8848 0.9634 -0.02 -0.04 -0.11
C -3.0544 4.7624 -0.1148 -0.02 -0.08 0.01
C -3.1823 4.2639 -1.4055 0.08 -0.05 -0.01
C -3.2749 2.8931 -1.6268 0.03 0.10 0.10
C -5.2093 -0.1145 -0.0853 0.01 -0.08 0.01
C -6.1661 0.8993 -0.1181 -0.06 -0.08 0.08
C -7.4532 0.6744 0.3574 0.06 -0.05 0.01
C -7.8033 -0.5702 0.8721 0.07 0.04 -0.04
C -6.8595 -1.5876 0.9096 0.05 0.07 -0.03
C -5.5711 -1.3554 0.4363 -0.13 0.08 0.03
H -1.9857 -0.1567 -5.5484 -0.01 -0.01 -0.01
H -4.2540 -0.5007 -6.4644 0.02 0.00 0.00
H -6.2178 -0.5811 -4.9483 0.03 0.01 0.01
H -5.8847 -0.3058 -2.5239 0.00 -0.01 0.04
H -3.1159 1.8368 1.5849 0.01 -0.04 0.04
H -2.9287 4.2653 1.9725 0.00 -0.01 -0.02
H -2.9577 5.8291 0.0509 0.00 -0.03 -0.01
H -3.1872 4.9454 -2.2503 -0.01 -0.03 0.04
H -3.3505 2.5050 -2.6353 0.00 0.01 -0.01
H -5.9066 1.8725 -0.5162 0.02 0.02 -0.02
H -8.1854 1.4733 0.3252 0.02 -0.02 0.00
H -8.8062 -0.7436 1.2444 0.02 0.01 -0.01
H -7.1208 -2.5602 1.3105 0.01 0.03 -0.01
H -4.8391 -2.1526 0.4759 0.05 -0.05 -0.01
N 0.2938 3.2165 -2.4209 0.11 0.21 0.31
C 0.3796 3.7862 -1.1735 -0.18 -0.16 -0.30
C 0.5909 5.1706 -1.0162 0.00 0.04 0.00
C 0.6880 5.6856 0.2556 -0.01 0.03 0.00
C 0.5759 4.8349 1.3540 0.00 -0.01 -0.08
C 0.3718 3.4916 1.0931 0.04 -0.19 -0.07
N 0.2767 2.9628 -0.1293 0.00 0.13 0.21
H 0.0766 3.8318 -3.1844 0.00 0.06 -0.03
H -0.1626 2.3051 -2.4791 -0.01 0.00 0.02
H 0.6652 5.8082 -1.8903 0.01 -0.02 0.04
H 0.8427 6.7494 0.3970 0.01 0.00 -0.01
H 0.6410 5.1994 2.3715 0.00 -0.01 -0.05
H 0.2840 2.7761 1.9068 0.00 0.02 -0.07
S 0.6262 -3.8917 1.5389 -0.06 -0.22 -0.12
C 0.2519 -5.3181 0.7196 -0.02 0.29 0.03
N -0.0148 -6.2913 0.1401 0.08 0.11 0.15

=====

71
Properties=species:S:1:pos:R:3:forces:R:3 method="wB97M-V/def2-TZVPD" charge=+1 energy_ha=-4865.03491 gap_ev=7.407 homo_ha=-0.3776 e_above_lowest_kj_mol=75.7 lumo_ev=-2.867
Li -18.2654 -7.3345 -2.6592 0.44 -0.30 0.02
Br -20.0100 -10.7657 -8.5609 -0.59 -1.00 -0.72
C -19.6677 -9.7019 -7.0903 0.80 -0.35 -0.52
C -20.0933 -8.4249 -7.1306 -1.00 3.22 0.14
C -19.5122 -7.4224 -6.2853 -1.43 -2.89 -0.52
C -18.6164 -7.8804 -5.3364 0.40 -0.73 -1.20
O -18.0518 -6.9857 -4.5520 -0.01 1.29 1.85
C -18.2431 -9.2524 -5.2208 -0.60 -0.05 0.06
C -17.4974 -9.8527 -4.0984 0.44 -0.64 0.09
N -17.0356 -9.1805 -3.1175 -0.08 0.30 0.13
C -16.2621 -9.7744 -2.0879 -0.19 0.32 -0.46
C -15.1936 -10.5937 -2.3646 -1.13 -0.53 0.73
C -14.5834 -11.3097 -1.2941 -0.17 0.52 -0.65
C -14.9764 -11.0184 -0.0159 2.30 -1.32 1.79
C -15.8698 -9.9906 0.2858 -0.54 0.40 -0.22
C -16.1567 -9.5084 1.5692 0.00 -0.70 1.41
C -17.1989 -8.6842 1.8210 0.24 -0.08 -0.04
C -17.8658 -8.2557 0.6594 -1.23 1.97 1.89
N -17.5809 -8.4872 -0.5634 0.62 -0.86 -1.21
C -16.5802 -9.3939 -0.7441 -0.02 -0.11 -1.90
C -18.7560 -10.1307 -6.1595 -0.37 0.47 0.54
H -20.9182 -8.1340 -7.8266 1.01 -0.24 0.52
H -19.9610 -6.4491 -6.2670 0.42 0.49 0.02
H -17.3880 -10.9878 -4.1332 -0.02 1.27 -0.06
H -15.0303 -10.8242 -3.4025 0.49 -0.09 -0.20
H -13.8270 -12.0419 -1.5765 -0.20 0.09 0.53
H -14.4979 -11.5234 0.8963 -0.63 0.61 -1.63
H -15.6169 -9.8512 2.4247 0.62 -0.42 0.26
H -17.4441 -8.3671 2.8596 0.04 -0.15 -1.19
H -18.6341 -7.5265 0.7982 -0.76 0.42 0.13
H -18.5578 -11.1666 -6.1380 0.59 -1.00 0.15
C -22.6542 -6.5674 1.2247 0.70 0.05 -0.62
C -21.7720 -6.8998 0.0249 -0.12 -0.38 0.18
C -21.8590 -8.0898 -0.6450 -0.19 0.26 -0.45
C -21.0567 -8.2935 -1.8145 -1.61 -0.55 1.39
N -20.2734 -7.3620 -2.2614 0.41 0.19 -0.65
C -20.1581 -6.1899 -1.5851 1.73 -0.02 -0.29
S -18.9936 -5.0608 -2.0168 -0.24 0.09 0.09
N -20.8239 -6.0388 -0.4260 -0.91 1.13 1.50
C -21.1896 -9.6188 -2.4926 1.22 -1.10 1.81
H -22.6582 -5.4705 1.4756 0.09 -1.26 -0.07
H -22.3156 -7.2358 2.0398 -0.26 0.73 -0.07
H -23.6553 -6.8976 0.9294 0.05 0.26 0.29
H -22.5977 -8.8257 -0.3545 0.12 0.05 0.01
H -20.5673 -5.2037 0.1306 -0.43 -0.62 -0.66
H -21.7455 -10.3268 -1.8661 -0.35 0.47 -0.08
H -20.2096 -10.1320 -2.4893 -0.12 0.54 -0.67
H -21.6503 -9.5865 -3.4401 -0.20 0.20 -1.27
C -14.8297 -5.9132 -3.6310 1.00 -0.67 0.88
N -15.5202 -6.1429 -4.9157 0.19 0.76 0.23
C -14.9604 -7.4245 -5.4403 -0.19 0.12 0.50
N -13.5752 -7.3794 -5.6262 3.34 -0.48 0.06
C -12.8410 -7.1633 -4.3234 -1.45 -1.13 -1.11
N -13.3182 -5.9546 -3.7266 -1.51 1.58 0.58
C -12.8983 -4.7774 -4.5361 0.75 -0.02 0.21
P -13.5073 -4.7461 -6.3188 0.72 1.25 0.46
C -15.2574 -4.9817 -5.8423 -1.41 -2.38 -0.57
C -13.0762 -6.4666 -6.6567 -2.31 -1.45 -0.74
H -15.1605 -6.6954 -2.9633 0.22 -0.91 0.10
H -15.1381 -5.0577 -2.9921 0.17 0.27 -1.36
H -17.1405 -6.6760 -4.7959 0.79 0.34 -0.05
H -15.4507 -7.7822 -6.3679 -0.09 0.48 0.45
H -15.0910 -8.1402 -4.6207 -0.56 -0.17 -0.26
H -11.7433 -7.1095 -4.4296 -0.56 -0.08 -0.35
H -13.1013 -8.0981 -3.7748 0.25 0.90 0.37
H -11.7966 -4.6933 -4.4797 -0.36 -0.26 -0.33
H -13.2161 -3.8462 -4.0646 -0.34 -0.12 0.17
H -15.9426 -5.2131 -6.6906 0.73 0.50 0.05
H -15.6717 -4.1294 -5.3612 -0.13 0.98 0.36
H -12.0503 -6.6444 -6.8387 1.28 0.08 0.10
H -13.5610 -6.8214 -7.5883 0.12 0.49 0.08

=====

69
Properties=species:S:1:pos:R:3:forces:R:3 method="wB97M-V/def2-TZVPD" multiplicity=2 charge=-1 energy_ha=-2328.17748 gap_ev="4.037 / 4.158" homo_ha="-0.1632 / -0.1633" e_above_lowest_kj_mol=135.4 lumo_ev="-0.405 / -0.286"
Ce 3.4913 -0.6201 0.7825 -0.39 1.67 -1.91
C 4.3800 0.0527 4.7635 0.20 0.72 1.03
O 4.3220 -0.4969 3.4669 -3.05 -3.29 -1.52
C 3.2641 -1.4274 3.0997 1.28 2.93 3.03
C 2.1540 -1.4889 4.1373 0.77 -0.75 -0.38
H 3.4936 0.6558 4.9948 0.14 -0.15 -0.15
H 5.2596 0.7001 4.7803 -0.16 -0.10 -0.05
H 4.5041 -0.7251 5.5305 -0.07 0.11 -0.33
H 2.5228 -1.7747 5.1341 0.02 0.14 -0.16
H 1.4233 -2.2360 3.8245 0.06 0.09 -0.07
H 1.6261 -0.5271 4.2407 0.32 -0.01 -0.23
O 7.9543 -0.1595 -0.6783 -0.17 -0.01 0.06
C 6.8156 -0.2155 -0.3504 1.95 0.12 -0.58
N 5.6861 -0.2666 -0.0233 -2.01 -0.08 0.77
N 2.9891 -2.7154 -0.3717 -0.22 -0.53 -0.12
C 2.4887 -3.7085 -0.7277 0.44 0.88 0.27
C 1.8995 -4.8744 -1.1226 0.07 0.24 0.11
C 1.2301 -5.6602 -0.1887 -0.48 -0.60 0.79
N 0.6817 -6.3355 0.5698 -0.02 0.04 0.09
C 1.9521 -5.2933 -2.4486 0.14 -0.27 -1.18
N 1.9961 -5.6599 -3.5415 0.00 0.01 0.01
C 3.2583 2.5813 2.0455 -0.48 -0.23 -0.47
C 1.9950 2.2291 1.1802 -0.03 2.24 1.00
O 1.1173 3.1159 1.0885 0.75 -0.27 0.60
N 1.9661 1.0575 0.6212 1.25 -2.64 0.24
Te 0.3120 1.1418 -1.0332 -1.25 -0.50 -1.72
C -1.3877 1.1170 -2.6378 0.33 0.03 0.26
C -2.0590 -0.0507 -3.0181 0.14 -0.19 0.23
C -1.8258 -1.3310 -2.2733 -0.04 -0.14 -0.08
C -2.9244 -0.0710 -4.1038 -0.12 0.10 -0.10
C -3.1658 1.0712 -4.8468 0.00 0.04 -0.17
C -4.0891 1.0618 -6.0341 0.00 0.04 0.06
C -2.5112 2.2352 -4.4802 -0.14 -0.10 -0.09
C -1.6299 2.2618 -3.4079 0.10 0.19 0.19
C -0.9208 3.5562 -3.1188 0.02 -0.02 0.03
C -1.1240 0.5386 0.4361 0.41 -0.07 0.09
C -1.0223 -0.6939 1.0771 0.23 -0.01 0.07
C 0.0865 -1.6478 0.7646 0.22 0.02 -0.03
C -1.9340 -1.0515 2.0655 -0.06 -0.01 0.06
C -2.9712 -0.2131 2.4300 -0.04 -0.02 0.04
C -3.9712 -0.6095 3.4828 0.06 0.06 -0.09
C -3.0611 1.0178 1.7946 -0.04 -0.16 0.08
C -2.1510 1.4027 0.8223 -0.06 0.31 -0.09
C -2.2463 2.7647 0.2198 -0.02 0.11 0.03
H 3.6681 3.5342 1.7072 0.05 -0.09 0.03
H 4.0344 1.7996 1.9551 0.02 0.33 0.15
H 2.9629 2.6904 3.0906 0.02 -0.02 0.02
H -0.7712 -1.6007 -2.3383 0.05 -0.10 0.08
H -2.4218 -2.1451 -2.6891 0.02 -0.02 0.02
H -2.0791 -1.2128 -1.2224 -0.01 -0.09 0.08
H -3.4163 -0.9965 -4.3854 0.00 -0.06 0.04
H -4.3868 0.0468 -6.2923 -0.04 -0.03 -0.02
H -3.6031 1.5078 -6.9030 -0.03 0.00 -0.05
H -4.9900 1.6421 -5.8255 -0.07 -0.01 -0.05
H -2.6929 3.1390 -5.0543 0.05 0.08 0.00
H -1.5248 4.4127 -3.4186 0.00 0.06 -0.03
H 0.0205 3.5909 -3.6682 0.11 0.11 -0.03
H -0.6781 3.6303 -2.0629 0.04 0.15 0.06
H 0.3551 -1.5707 -0.2934 0.09 -0.11 0.21
H -0.1963 -2.6744 0.9993 0.13 -0.04 0.07
H 0.9731 -1.3597 1.3700 -0.32 -0.27 -0.17
H -1.8204 -2.0105 2.5576 -0.05 -0.11 0.01
H -3.7378 -1.5929 3.8875 -0.03 -0.04 0.05
H -4.9788 -0.6403 3.0637 -0.02 -0.02 0.04
H -3.9739 0.1130 4.3007 -0.04 -0.02 0.05
H -3.8575 1.6969 2.0798 0.00 0.08 -0.04
H -3.0296 3.3575 0.6912 -0.03 0.02 0.03
H -2.4525 2.6833 -0.8449 -0.03 0.10 -0.12
H -1.2801 3.2533 0.3499 0.01 0.18 -0.06